Formula: C4H13N3
Source: OMol25
Level of theory: ωB97M-V with the def2-TZVPD basis set

```
20
C4H13N3 (ωB97M-V with the def2-TZVPD basis set)
N -2.86 0.99 -1.25
N 0.99 -1.76 2.23
N 0.08 -0.04 -0.07
C -0.31 0.62 -1.32
C -1.51 1.55 -1.18
C 1.39 -0.68 0.04
C 1.73 -0.72 1.55
H -1.34 2.19 -2.06
H -2.77 0.36 -2.04
H -3.14 0.38 -0.49
H 0.23 -2.13 1.70
H 2.82 -0.89 1.62
H 1.48 0.24 2.03
H -1.32 2.23 -0.36
H 1.52 -1.67 -0.41
H -0.45 -0.18 -2.06
H 2.14 -0.03 -0.41
H 0.98 -1.77 3.23
H -0.27 0.16 0.85
H 0.61 1.17 -1.60
```

Calculated values
Energy, Eh: -324.42045
SMILES: NCCNCCN
Energy above the lowest of the compared OMol25 structures with the same formula, charge and spin, eV: 1.483
Highest occupied orbital energy, eV: -8.113
Orbital gap, Ha: 0.340
2S+1: 1